No. 1
DFT (ωB97M-V/def2-TZVPD) results for 7 unconnected molecules or ions with the total composition C24H44FO27PS7 at a distorted geometry.

The geometry in ORCA input format:
```
! RIJCOSX wB97M-V def2-TZVPD def2/J DEFGRID3
* xyz 0 1
C 5.00 -3.65 3.78
C 4.43 -3.65 2.38
C 3.24 -2.56 2.06
C 3.43 -1.73 0.66
C 4.38 -2.56 -0.43
C 3.69 -3.94 -0.98
O 3.51 -4.05 -2.33
F 3.18 -5.07 -0.17
O 4.05 -0.40 0.79
C 5.08 -0.37 1.84
O 6.27 -1.02 1.75
C 4.83 0.45 3.26
C 3.31 1.03 3.45
C 2.52 0.40 4.77
C 0.99 -0.12 4.43
C 0.78 -1.74 4.64
P 1.72 -1.40 -0.22
S 0.21 -1.36 1.01
H 4.41 -4.16 4.67
H 6.02 -3.08 4.00
H 4.90 -4.40 1.61
H 3.04 -1.87 3.01
H 2.24 -3.20 1.93
H 5.47 -2.74 -0.04
H 4.47 -1.83 -1.37
H 5.04 -0.29 4.17
H 5.64 1.30 3.35
H 2.60 0.89 2.54
H 3.38 2.21 3.63
H 3.15 -0.42 5.33
H 2.38 1.30 5.54
H 0.24 0.41 5.19
H 0.67 0.26 3.36
H 1.62 -2.20 5.36
H -0.27 -2.00 5.14
H 0.86 -2.36 3.64
H 1.47 -2.29 -1.32
H 1.81 -0.05 -0.81
C -2.96 2.95 2.64
C -2.03 2.84 1.43
O -0.92 3.68 1.72
S -0.67 3.69 3.34
O 0.38 2.74 3.63
O -0.65 5.06 3.79
O -2.10 3.02 3.77
H -3.54 3.88 2.60
H -3.64 2.10 2.72
H -2.52 3.14 0.50
H -1.65 1.81 1.32
C 0.38 -4.73 -2.87
C 0.37 -5.83 -3.93
O -1.01 -6.14 -4.13
S -1.89 -4.79 -3.91
O -2.16 -4.20 -5.21
O -2.93 -5.08 -2.95
O -0.74 -3.90 -3.18
H 0.23 -5.14 -1.87
H 1.30 -4.14 -2.89
H 0.92 -6.72 -3.61
H 0.78 -5.47 -4.88
C 4.65 2.81 8.04
C 5.72 1.84 7.55
O 5.63 0.72 8.42
S 4.08 0.54 8.90
O 3.46 -0.46 8.06
O 4.05 0.48 10.34
O 3.55 2.00 8.43
H 5.00 3.36 8.93
H 4.36 3.52 7.27
H 6.72 2.27 7.58
H 5.50 1.50 6.53
C -3.01 1.64 -4.16
C -2.05 2.71 -3.65
O -2.86 3.61 -2.89
S -4.08 2.77 -2.20
O -3.69 2.46 -0.84
O -5.33 3.40 -2.54
O -3.93 1.41 -3.09
H -3.58 2.00 -5.03
H -2.49 0.72 -4.43
H -1.55 3.24 -4.46
H -1.30 2.28 -2.98
C -2.53 2.54 -9.08
C -3.77 3.42 -8.91
O -3.57 4.10 -7.67
S -1.97 4.35 -7.45
O -1.66 5.69 -7.88
O -1.60 3.83 -6.15
O -1.44 3.31 -8.59
H -2.61 1.63 -8.47
H -2.37 2.26 -10.13
H -4.69 2.84 -8.89
H -3.82 4.17 -9.70
C -8.16 -1.47 -3.71
C -8.51 0.00 -3.93
O -7.65 0.73 -3.06
S -6.24 -0.08 -2.92
O -5.29 0.50 -3.84
O -5.96 -0.27 -1.52
O -6.75 -1.50 -3.54
H -8.62 -1.85 -2.79
H -8.47 -2.09 -4.55
H -9.56 0.22 -3.70
H -8.30 0.31 -4.95
*
```

## Properties
* highest occupied orbital energy: -7.648 eV
* frontier orbital gap: 6.678 eV



No. 2
DFT (ωB97M-V/def2-TZVPD) results for 3 unconnected molecules or ions with the total composition C5H16NO2 at a distorted geometry.

The geometry in ORCA input format:
```
! RIJCOSX wB97M-V def2-TZVPD def2/J DEFGRID3
* xyz 1 1
C 1.32 1.79 0.33
C 1.88 0.67 1.29
C 1.49 -0.70 0.76
C 0.23 -1.10 1.53
C -1.89 -2.32 0.88
N -0.65 -2.11 0.73
H 2.12 2.01 -0.36
H 0.47 1.38 -0.30
H 1.10 2.67 0.89
H 2.99 0.70 1.19
H 1.64 1.07 2.33
H 1.49 -0.61 -0.34
H 2.28 -1.40 0.81
H 0.33 -1.65 2.53
H -0.41 -0.19 1.71
H -2.32 -3.04 0.22
H -2.65 -1.81 1.48
H -0.11 -2.75 0.16
H -2.03 1.50 -1.79
H -1.25 1.91 -0.62
O -1.59 1.10 -1.02
H -0.78 1.07 -3.93
H -0.12 2.47 -3.46
O -0.43 1.59 -3.21
*
```

## Properties
* ΔE to the lowest compared entry with this formula, charge and spin: 2.590 eV
* highest occupied orbital energy: -13.711 eV
* frontier orbital gap: 9.068 eV



No. 3
DFT (ωB97M-V/def2-TZVPD) results for 2 unconnected molecules or ions with the total composition C4H11NO2 at a distorted geometry.

The geometry in ORCA input format:
```
! RIJCOSX wB97M-V def2-TZVPD def2/J DEFGRID3
* xyz 0 1
O -2.50 -0.37 1.78
C -2.13 -0.05 0.68
C -1.00 0.89 0.33
C -0.24 0.34 -0.90
C 1.27 0.29 -0.70
N 1.97 0.62 -1.98
H -2.75 -0.44 -0.17
H -1.17 1.94 0.14
H -0.55 0.67 1.30
H -0.36 1.02 -1.74
H -0.69 -0.63 -1.16
H 1.50 1.22 -0.14
H 1.74 -0.51 -0.13
H 2.97 0.53 -1.79
H 1.81 -0.20 -2.57
H -0.50 -1.81 1.77
H 0.27 -1.86 3.09
O 0.36 -1.65 2.17
*
```

## Properties
* ΔE to the lowest compared entry with this formula, charge and spin: 2.027 eV
* highest occupied orbital energy: -9.752 eV
* frontier orbital gap: 10.610 eV



No. 4
DFT (ωB97M-V/def2-TZVPD) results for C20H17N5O3S in the gas phase at a distorted geometry.

The geometry in ORCA input format:
```
! RIJCOSX wB97M-V def2-TZVPD def2/J DEFGRID3
* xyz 0 1
O 3.63 1.16 -2.87
S 1.46 5.23 1.25
N -1.02 0.85 0.42
O -0.36 -4.36 0.53
O 0.79 1.50 -0.98
C 3.04 1.61 -1.87
C 2.68 4.64 0.36
C 0.53 -5.38 0.51
C 1.76 -4.87 0.59
C 1.76 -3.44 0.54
C 1.89 0.80 -1.44
C 0.42 -3.16 0.55
C 1.75 -0.51 -1.32
C 0.03 0.51 -0.27
C -1.75 -0.20 0.97
C -4.67 1.37 3.73
C -4.13 0.09 3.74
C -4.21 2.22 2.74
C -1.24 -1.48 0.94
C -3.40 -0.52 2.74
C -3.42 1.62 1.64
C 0.65 -0.78 -0.36
C -0.06 -1.83 0.36
C -2.87 0.28 1.78
N 2.48 -1.38 -2.18
N 3.44 2.79 -1.11
N 2.73 3.21 0.02
N 3.66 5.61 0.23
C 5.03 5.29 0.28
H 0.31 -6.41 0.30
H 2.68 -5.46 0.67
H 2.59 -2.67 0.31
H -5.43 1.63 4.40
H -4.55 -0.48 4.57
H -4.36 3.26 2.72
H -1.60 -2.19 1.69
H -3.37 -1.63 2.75
H -3.11 2.19 0.77
H 2.93 -0.77 -2.90
H 2.01 -2.21 -2.49
H 4.42 3.06 -1.35
H 1.73 2.84 0.06
H 3.23 6.54 0.26
H 5.20 4.21 0.15
H 5.52 5.56 1.24
H 5.56 5.95 -0.32
*
```

## Properties
* ΔE to the lowest compared entry with this formula, charge and spin: 5.714 eV
* highest occupied orbital energy: -7.871 eV
* frontier orbital gap: 7.253 eV



No. 5
DFT (ωB97M-V/def2-TZVPD) results for a molecular structure, C18H10Cl2N4O3Ru at a distorted geometry.

The geometry in ORCA input format:
```
! RIJCOSX wB97M-V def2-TZVPD def2/J DEFGRID3
* xyz -1 2
Ru -0.68 0.30 -0.16
Cl 5.68 -1.20 2.34
C 4.23 -1.26 1.39
C 3.21 -0.38 1.70
C 2.01 -0.40 0.98
N 0.90 0.41 1.16
C 0.84 1.13 2.29
O 1.55 1.08 3.30
C -0.25 2.12 2.26
C -0.36 3.11 3.22
C -1.40 4.02 3.12
C -2.28 3.89 2.06
C -2.09 2.87 1.15
N -1.09 1.99 1.23
C 1.85 -1.32 -0.06
C 2.89 -2.20 -0.37
C 4.07 -2.18 0.36
Cl 5.32 -3.31 -0.05
N 0.62 -1.20 -0.70
C 0.28 -2.19 -1.55
O 0.82 -3.27 -1.77
C -0.94 -1.85 -2.32
C -1.35 -2.64 -3.39
C -2.49 -2.26 -4.07
C -3.17 -1.13 -3.65
C -2.67 -0.41 -2.57
N -1.57 -0.76 -1.90
H 3.35 0.33 2.50
H 0.37 3.15 4.02
H -1.51 4.81 3.86
H -3.11 4.57 1.94
H -2.75 2.71 0.31
H 2.79 -2.90 -1.17
H -0.78 -3.51 -3.66
H -2.84 -2.85 -4.91
H -4.07 -0.79 -4.14
H -3.16 0.47 -2.19
O -2.20 1.04 -0.57
*
```

## Properties
* ΔE to the lowest compared entry with this formula, charge and spin: 0.337 eV
* highest occupied orbital energy (spin up / spin down): -3.627 / -4.211 eV
* frontier orbital gap (spin up / spin down): 6.535 / 7.086 eV



No. 6
DFT (ωB97M-V/def2-TZVPD) results for a molecular structure, C14H8F6MnN3O4S2.

The geometry in ORCA input format:
```
! RIJCOSX wB97M-V def2-TZVPD def2/J DEFGRID3
* xyz 1 2
Mn -0.64 -0.44 0.32
C 3.64 -0.99 0.27
C 2.27 -1.26 0.26
N 1.37 -0.29 0.26
C 1.80 0.99 0.27
C 3.14 1.36 0.27
C 4.08 0.30 0.27
C 3.48 2.75 0.27
C 2.52 3.70 0.28
C 1.12 3.35 0.28
C 0.06 4.28 0.30
C -1.23 3.83 0.31
C -1.48 2.45 0.31
N -0.50 1.56 0.29
C 0.78 2.00 0.28
H 4.34 -1.82 0.27
H 1.88 -2.27 0.25
H 5.14 0.53 0.27
H 4.52 3.03 0.27
H 2.79 4.75 0.28
H 0.28 5.34 0.30
H -2.06 4.52 0.33
H -2.49 2.06 0.33
F -3.74 -0.04 -2.15
C -3.07 -1.08 -1.72
F -3.25 -2.12 -2.50
F -1.73 -0.74 -1.76
S -3.49 -1.44 0.05
O -2.57 -0.49 0.71
O -4.87 -1.18 0.21
N -3.10 -2.92 0.29
S -1.67 -3.41 0.73
O -0.62 -2.41 0.39
O -1.61 -3.98 2.02
C -1.34 -4.75 -0.49
F -0.17 -5.28 -0.20
F -2.29 -5.65 -0.42
F -1.30 -4.23 -1.72
*
```

## Properties
* highest occupied orbital energy (spin up / spin down): -12.846 / -12.725 eV
* frontier orbital gap (spin up / spin down): 8.532 / 8.508 eV



No. 7
DFT (ωB97M-V/def2-TZVPD) results for 12 unconnected molecules or ions with the total composition H25O12 at a distorted geometry.

The geometry in ORCA input format:
```
! RIJCOSX wB97M-V def2-TZVPD def2/J DEFGRID3
* xyz 1 1
O -1.63 2.44 0.54
H -1.27 2.99 -0.19
H -2.26 3.17 0.69
O -0.75 0.81 3.71
H -0.07 0.18 3.98
H -0.34 1.68 3.59
O -4.08 -1.26 -1.31
H 0.41 -0.60 -4.63
O -0.28 -2.44 -2.79
H 0.06 -1.59 -2.47
H 0.49 -3.00 -2.95
O -0.97 -0.17 -1.35
H -1.09 0.45 -2.07
H -1.13 1.00 1.24
O 1.26 -0.88 2.76
H 1.28 -1.70 2.26
H 2.17 -0.54 2.80
O 2.38 3.38 1.59
H 3.35 3.30 1.61
H -1.55 -0.93 -1.43
O -0.84 0.06 1.24
H -1.68 -0.49 1.19
H -0.33 -0.15 2.06
O 0.28 0.27 -4.24
H 2.23 2.46 1.36
H 1.15 0.33 -3.82
O -2.16 -2.16 0.72
H -2.81 -2.51 1.33
H -2.47 -2.12 -0.19
O 3.09 0.90 -2.18
H 2.78 1.81 -2.30
H 3.56 0.74 -3.00
O 3.54 -0.79 1.48
H 3.58 -1.25 0.64
H 4.15 -1.41 1.92
H -4.20 -1.39 -2.25
H -4.52 -2.02 -0.92
*
```

## Properties
* ΔE to the lowest compared entry with this formula, charge and spin: 1.703 eV
* highest occupied orbital energy: -13.752 eV
* frontier orbital gap: 11.072 eV